115
Properties=species:S:1:pos:R:3:mulliken_spin:R:1 method="wB97M-V/def2-TZVPD" e_lumo_ev="0.372 / 2.047" spin_multiplicity=7 homo_lumo_gap_ev="4.66 / 6.34" charge=-1 s_squared=12.014 homo_energy_ev="-4.28 / -4.29" e_tot_ev=-148405.9503
Eu -0.877 1.928 -0.401 6.1138
C 2.650 -2.343 4.802 0.0001
C 1.435 -3.219 4.825 0.0009
C 0.170 -2.641 4.714 -0.0009
C 0.081 -1.073 4.619 0.0002
C -1.047 -3.436 4.685 0.0007
C -2.424 -2.914 4.272 0.0000
C -0.856 -4.816 4.869 -0.0008
C -2.076 -5.763 4.886 -0.0001
C 0.414 -5.380 5.153 0.0007
C 0.517 -6.777 5.817 0.0000
C 1.555 -4.635 5.003 -0.0006
C 2.934 -5.306 5.070 0.0000
H 2.861 -1.921 3.820 0.0000
H 3.569 -2.919 5.086 0.0000
H 2.605 -1.522 5.514 0.0000
H -0.999 -0.874 4.457 -0.0001
H 0.686 -0.744 3.747 -0.0004
H 0.404 -0.570 5.529 0.0000
H -2.614 -3.172 3.208 0.0000
H -2.554 -1.849 4.338 0.0001
H -3.200 -3.403 4.882 0.0000
H -1.834 -6.641 4.304 0.0000
H -3.051 -5.370 4.566 0.0000
H -2.219 -6.212 5.878 0.0000
H 0.412 -7.611 5.081 0.0000
H -0.182 -6.966 6.655 0.0000
H 1.503 -6.861 6.195 0.0000
H 3.369 -5.090 6.078 0.0000
H 3.707 -4.955 4.307 0.0000
H 2.780 -6.383 4.897 0.0000
O -3.907 -0.463 1.166 0.0002
C -4.693 -1.273 0.392 0.0003
C -5.929 -1.716 0.831 -0.0002
C -6.806 -2.381 -0.021 0.0005
C -6.348 -2.712 -1.327 -0.0002
C -5.033 -2.408 -1.709 0.0005
C -4.179 -1.624 -0.886 0.0000
C -2.816 -1.124 -1.316 -0.0004
O -2.379 0.021 -0.892 -0.0138
N -2.228 -2.045 -2.060 -0.0031
N -1.044 -2.089 -2.480 0.0018
C -0.699 -2.982 -3.444 -0.0026
S 0.994 -3.268 -3.583 -0.0006
C 0.818 -4.826 -4.502 0.0000
C -0.629 -5.357 -4.624 0.0000
S -1.835 -4.063 -4.085 -0.0007
H -3.085 -0.281 0.660 0.0004
H -6.290 -1.509 1.856 0.0000
H -7.883 -2.567 0.215 0.0000
H -6.958 -3.176 -2.133 0.0000
H -4.578 -2.748 -2.615 0.0000
H 1.480 -5.459 -3.954 0.0000
H 1.340 -4.659 -5.456 0.0000
H -0.849 -6.180 -3.884 0.0000
H -0.823 -5.625 -5.660 0.0000
S 0.333 -1.174 0.416 -0.0039
C 0.936 0.179 1.135 -0.0033
N 1.203 1.317 1.464 -0.0009
Cl -2.199 3.256 -2.542 -0.0146
O 1.196 2.579 -1.690 -0.0239
P 2.035 3.234 -2.797 -0.0002
N 3.630 2.702 -2.625 0.0001
C 3.963 1.849 -1.452 -0.0003
C 5.387 1.211 -1.752 0.0000
C 6.040 2.297 -2.581 0.0000
C 4.847 2.954 -3.394 -0.0001
N 1.643 2.879 -4.386 -0.0003
C 0.322 3.192 -4.990 0.0018
C 0.082 2.177 -6.054 0.0000
C 1.292 1.246 -6.098 0.0001
C 2.253 1.699 -5.052 0.0000
N 2.116 4.939 -2.660 -0.0001
C 1.476 5.839 -3.586 0.0000
C 1.728 7.255 -2.963 0.0000
C 2.221 7.146 -1.511 0.0000
C 2.524 5.597 -1.397 0.0001
H 3.210 1.082 -1.204 0.0002
H 4.102 2.505 -0.550 0.0001
H 5.267 0.352 -2.390 0.0000
H 6.005 0.965 -0.896 0.0000
H 6.789 1.883 -3.239 0.0000
H 6.503 3.076 -1.950 0.0000
H 4.716 2.560 -4.436 0.0000
H 5.020 4.054 -3.490 0.0000
H 0.297 4.262 -5.330 0.0001
H -0.396 3.151 -4.221 -0.0018
H -0.199 2.609 -7.074 0.0000
H -0.741 1.504 -6.017 0.0001
H 1.765 1.322 -7.071 0.0000
H 0.990 0.256 -5.989 0.0000
H 3.265 1.986 -5.481 0.0000
H 2.448 0.917 -4.318 -0.0001
H 0.402 5.649 -3.626 0.0000
H 1.931 5.727 -4.615 0.0000
H 0.895 7.937 -3.121 0.0000
H 2.488 7.731 -3.601 0.0000
H 1.489 7.473 -0.742 0.0000
H 3.134 7.718 -1.300 0.0000
H 1.882 5.231 -0.577 0.0003
H 3.604 5.491 -1.218 0.0000
C -4.295 2.580 2.424 -0.0009
C -2.788 2.788 2.471 0.0026
O -2.131 2.173 1.424 -0.0503
C -2.477 4.356 2.459 0.0017
F -1.126 4.604 2.199 -0.0001
F -2.906 5.036 3.611 0.0000
F -3.103 4.920 1.384 0.0000
C -2.233 2.199 3.792 -0.0017
F -0.905 2.400 3.964 0.0000
F -2.910 2.592 4.910 -0.0001
F -2.469 0.785 3.716 0.0001
H -4.684 3.124 1.544 -0.0002
H -4.735 3.062 3.341 -0.0001
H -4.488 1.520 2.387 0.0002

---

111
Properties=species:S:1:pos:R:3:lowdin_charge:R:1 method="wB97M-V/def2-TZVPD" e_above_lowest_kcal_mol=437.23 e_lumo_ev=-1.897 homo_lumo_gap_ev=6.89 smiles="COCCCCCCCCc1cc(Cl)cc2c1C(=O)C=C(CC(=O)N(C)C)C2=O.C[C@@H]1COC(=O)O1.C[C@@H]1COC(=O)O1.C[C@@H]1COC(=O)O1.C[C@@H]1COC(=O)O1" homo_energy_ev=-8.79 e_tot_ev=-88073.4389
C -1.399 2.214 -4.796 -0.1076
O -2.037 0.977 -4.236 -0.2757
C -2.730 1.322 -2.969 -0.2178
C -2.637 0.163 -1.811 -0.1576
C -1.921 -1.243 -2.318 -0.1946
C -1.656 -2.298 -1.048 -0.1920
C -0.298 -1.763 -0.301 -0.2109
C -0.175 -2.158 1.286 -0.1977
C 1.354 -2.413 1.822 -0.1776
C 2.040 -1.069 2.537 -0.1633
C 1.692 0.233 1.601 -0.0473
C 0.428 1.199 2.110 0.0139
C 0.054 2.470 1.139 -0.4999
Cl -1.384 3.577 1.605 0.4789
C 0.892 2.772 -0.255 -0.0020
C 2.136 1.826 -0.750 -0.0032
C 2.537 0.521 0.215 0.0174
C 3.771 -0.419 -0.359 -0.1853
O 4.154 -1.595 0.166 -0.0719
C 4.641 0.098 -1.677 0.0608
C 4.279 1.265 -2.533 -0.0694
C 5.283 1.641 -3.773 -0.0558
C 4.543 1.925 -5.208 -0.2434
O 4.151 3.205 -5.464 -0.0623
N 4.288 0.923 -6.311 -0.1905
C 2.814 0.761 -6.613 -0.1041
C 4.993 -0.397 -6.086 -0.1200
C 2.936 2.142 -2.181 -0.1442
O 2.405 3.102 -2.976 -0.0370
H -2.164 3.101 -4.916 0.1020
H -0.556 2.501 -4.023 0.0941
H -0.864 2.008 -5.819 0.0960
H -3.877 1.562 -3.188 0.1260
H -2.267 2.356 -2.595 0.1175
H -2.077 0.656 -0.884 0.1101
H -3.726 -0.126 -1.428 0.0892
H -2.568 -1.728 -3.168 0.1150
H -0.852 -0.931 -2.748 0.1193
H -1.391 -3.335 -1.560 0.1126
H -2.593 -2.416 -0.356 0.1059
H -0.341 -0.571 -0.344 0.0900
H 0.694 -2.050 -0.895 0.1253
H -0.662 -1.368 2.025 0.1059
H -0.783 -3.170 1.455 0.1179
H 2.042 -2.888 0.996 0.1069
H 1.285 -3.214 2.705 0.1059
H 3.207 -1.311 2.610 0.1180
H 1.689 -0.930 3.662 0.1039
H -0.107 0.915 3.112 0.1033
H 0.563 3.676 -0.928 0.1040
H 5.626 -0.505 -1.972 0.1273
H 6.108 0.812 -3.832 0.1037
H 5.846 2.644 -3.462 0.1557
H 2.600 0.728 -7.786 0.1049
H 2.154 1.642 -6.152 0.1096
H 2.427 -0.266 -6.183 0.0897
H 4.308 -1.056 -5.403 0.0919
H 5.047 -0.955 -7.139 0.1099
H 6.099 -0.309 -5.712 0.0971
C -2.616 -4.737 6.330 -0.0193
C -2.096 -4.067 5.074 -0.3415
C -0.849 -4.699 4.533 -0.0977
O -0.213 -3.617 3.876 -0.0059
C -0.635 -2.478 4.504 -0.4782
O -0.145 -1.376 4.333 0.0905
O -1.676 -2.742 5.349 0.1019
H -2.793 -5.804 6.170 0.0918
H -1.916 -4.613 7.163 0.0928
H -3.557 -4.272 6.644 0.0895
H -2.885 -4.025 4.313 0.1640
H -1.067 -5.504 3.825 0.1483
H -0.177 -5.080 5.310 0.1444
C -5.006 6.123 3.711 -0.0189
C -5.810 4.850 3.542 -0.3496
C -5.017 3.713 2.970 -0.1214
O -6.004 2.950 2.302 0.0552
C -7.004 3.819 1.960 -0.5041
O -7.922 3.551 1.206 0.1303
O -6.833 5.027 2.576 0.0896
H -4.119 5.956 4.329 0.0922
H -4.694 6.526 2.741 0.0946
H -5.620 6.896 4.185 0.0878
H -6.281 4.570 4.492 0.1618
H -4.531 3.117 3.748 0.1469
H -4.264 4.028 2.239 0.1084
C 9.538 -2.058 1.059 -0.0201
C 9.110 -0.712 0.509 -0.3486
C 7.675 -0.673 0.077 -0.1267
O 7.684 0.310 -0.942 0.0270
C 8.947 0.315 -1.467 -0.5019
O 9.266 0.895 -2.490 0.1342
O 9.802 -0.419 -0.694 0.0901
H 8.902 -2.369 1.893 0.0925
H 9.510 -2.830 0.283 0.0941
H 10.574 -2.009 1.412 0.0875
H 9.332 0.081 1.233 0.1624
H 7.007 -0.376 0.891 0.1456
H 7.319 -1.617 -0.351 0.1407
C -8.648 -0.619 0.179 -0.0160
C -7.188 -0.413 0.533 -0.3426
C -6.246 -0.816 -0.562 -0.1167
O -5.079 -1.182 0.152 0.0283
C -5.492 -1.582 1.394 -0.5012
O -4.781 -2.147 2.206 0.1220
O -6.805 -1.266 1.599 0.0910
H -8.915 -0.089 -0.739 0.0933
H -8.879 -1.682 0.057 0.0914
H -9.287 -0.253 0.990 0.0893
H -7.017 0.624 0.846 0.1508
H -6.034 0.009 -1.248 0.1370
H -6.589 -1.682 -1.139 0.1452